(1)
19
Properties=species:S:1:pos:R:3:forces:R:3:nbo_charge:R:1 method="wB97M-V/def2-TZVPD" de_lowest_kcal_mol=60.0 e_tot_ev=-94603.196 charge=+1 fmax_ev_per_a=3.82 orbital_gap_ev="7.8 / 6.0"
F 1.26398 -0.75443 2.70182 -0.642 0.002 0.703 -0.362
C -0.15892 0.45829 1.25496 -0.608 0.384 -0.061 -0.009
H -0.98804 2.21633 -2.17595 0.045 0.922 0.717 0.254
Br -1.37291 -0.64914 -1.99671 0.338 0.942 0.024 0.211
C 1.06430 -0.31101 1.37031 3.455 -1.636 0.128 0.017
C 0.93972 -1.65104 0.60957 -1.752 2.917 0.724 0.253
H -0.18939 1.43920 1.73956 -0.213 -0.201 -0.632 0.253
Cl 2.26750 -2.10635 -0.22260 1.204 -1.198 -0.743 0.201
C 0.06036 0.53346 -1.70672 0.473 -3.040 -0.432 -0.124
H 2.14578 0.09987 1.22060 -2.471 0.244 -0.590 0.252
C -1.29069 -1.58455 0.89755 -1.318 2.246 0.925 0.298
H 0.62223 2.25298 -2.82616 0.190 -0.573 -0.773 0.279
H -2.30531 -1.88588 0.99829 -0.312 -1.844 -0.331 0.225
H -2.18164 0.16190 1.49809 -0.184 -0.013 -0.276 0.450
N -0.20658 -2.23667 0.56982 0.482 -1.335 -0.754 -0.462
H 0.64860 2.39468 -1.20980 -0.500 0.830 0.834 0.272
H 0.96095 -0.03925 -1.95509 -0.034 0.268 0.710 0.210
N -1.32015 -0.27328 1.20168 2.456 0.380 0.336 -0.464
C 0.04022 1.93491 -1.96923 -0.609 0.706 -0.510 -0.755

=====

(2)
96
Properties=species:S:1:pos:R:3:forces:R:3:mulliken_spin:R:1 method="wB97M-V/def2-TZVPD" de_lowest_kcal_mol=7.0 e_tot_ev=-150037.377 multiplicity=3 charge=0 fmax_ev_per_a=0.79 orbital_gap_ev="7.0 / 6.4"
C -2.94136 1.09953 3.10853 0.037 -0.063 0.002 -0.001
H -3.12573 -2.68122 0.36310 -0.047 -0.002 -0.002 -0.003
H -5.94059 4.34856 -4.45870 0.002 -0.008 0.005 0.000
C 2.32827 3.81968 0.99871 0.026 0.042 -0.073 0.008
C 3.51526 0.67927 -2.55462 0.002 -0.095 -0.013 -0.013
C 3.28362 -0.31400 3.64662 0.022 0.003 0.039 0.017
C -3.30053 -5.59333 2.13793 -0.005 0.002 0.003 0.001
C 5.28333 2.16892 -2.02395 0.019 0.015 0.036 -0.004
C -4.60717 2.67004 -4.25728 0.006 -0.008 0.052 0.000
H -5.09171 -6.35023 3.04954 0.000 0.001 -0.003 0.000
C -0.32055 1.43339 -2.25227 0.094 -0.114 0.013 -0.004
H 6.78619 -2.33764 0.03824 0.017 -0.007 -0.026 0.000
C -1.30615 -0.81865 1.89636 -0.072 -0.084 -0.088 0.008
H -2.43170 0.08096 -4.59724 -0.004 -0.001 0.012 0.000
C -4.73320 2.64318 -2.86877 -0.019 0.031 -0.046 0.000
H 5.71508 2.32482 0.06367 0.012 -0.002 -0.003 0.000
H -2.12332 2.85433 0.30225 0.007 -0.009 0.006 -0.002
C -2.02330 -5.57706 2.68266 -0.014 -0.014 -0.003 0.001
H 2.02361 3.25772 3.06165 -0.006 -0.006 0.000 0.000
H 4.36035 -1.97918 0.05704 -0.057 0.018 0.020 0.015
C 0.77612 2.14079 1.75974 0.006 0.031 0.031 0.019
C -2.69313 -0.13800 3.75116 0.040 -0.018 -0.039 0.001
H 5.44918 1.63141 1.95495 -0.005 0.009 -0.005 0.001
H -1.70569 -6.39033 3.32368 0.011 0.008 0.000 0.000
C 1.97497 3.58443 -0.29897 0.026 0.018 0.046 -0.005
H -4.67821 -7.12758 1.52720 0.002 0.006 -0.003 0.000
C 1.72274 3.08519 2.03648 -0.058 -0.061 0.051 -0.002
H 2.44131 4.12817 -1.11227 0.013 0.009 0.013 0.000
C -1.91198 -1.07140 3.15117 -0.037 0.008 0.095 -0.005
C -2.83562 -3.50153 1.01044 0.076 0.027 0.029 0.006
H 1.12359 2.90699 -2.75305 0.002 0.012 0.001 0.000
C 0.62888 2.35910 -1.96027 0.004 -0.027 0.041 -0.032
C 4.76234 -3.37418 -2.98460 0.069 0.037 0.008 -0.019
C -4.03459 1.72513 -2.10380 0.035 -0.050 0.009 0.001
H -4.15122 1.68599 -1.02744 0.010 -0.003 0.006 0.000
H -3.15091 -0.34132 4.71139 -0.005 0.013 -0.003 0.000
H 1.71111 -1.46739 2.79844 -0.009 0.003 -0.012 0.002
S -0.39545 -2.21806 1.20003 0.010 0.029 0.208 0.004
C -2.58277 2.61704 1.25261 -0.001 0.046 -0.025 0.000
C 2.51378 -0.77087 2.58576 -0.042 -0.019 -0.092 -0.068
C 4.82700 -2.41421 -0.81438 0.054 -0.058 0.000 -0.001
H -4.70445 4.25241 -5.71319 0.007 -0.013 0.003 0.000
C 4.33706 0.56087 3.41867 -0.005 -0.004 0.030 -0.005
H 3.06571 -0.65047 4.65376 0.007 0.006 -0.001 0.000
C -1.43013 0.39832 1.27757 -0.134 0.091 0.110 -0.029
Pd 1.62383 -0.75880 -0.40546 0.296 -0.255 -0.691 1.252
C 6.13380 -3.54327 -2.89068 -0.043 -0.015 -0.035 0.005
N 3.34112 0.38146 -1.27114 -0.198 0.391 0.270 0.112
C 4.61116 0.96742 2.12551 -0.035 -0.001 -0.052 -0.001
H -4.71221 3.97581 3.50727 -0.003 -0.006 0.004 0.000
H -3.67312 1.73366 -5.94589 -0.003 0.005 0.005 0.000
C -3.18866 0.82363 -2.73227 -0.038 0.003 0.090 -0.001
H 6.05204 2.87382 -2.31456 0.001 -0.004 0.000 -0.001
H -1.75753 -2.02925 3.63057 -0.006 -0.004 -0.008 0.000
C -5.37411 3.66181 -5.08613 -0.031 0.036 -0.025 0.000
H -4.27510 1.82692 4.63415 0.001 -0.003 -0.004 0.000
C -0.98522 0.73170 -1.21447 -0.065 0.106 0.089 0.038
C 3.82514 0.52292 1.06077 -0.022 -0.037 -0.013 -0.150
H 4.24479 -3.69548 -3.87929 -0.042 0.019 0.014 -0.007
H -6.07723 3.15375 -5.74851 0.003 0.002 0.002 0.000
H 3.07904 4.56302 1.23561 0.006 -0.004 -0.016 0.000
H -5.39508 3.35117 -2.38354 0.005 -0.006 0.005 0.000
C 2.74979 -0.35872 1.27432 0.161 0.058 0.407 0.348
H 6.67315 -3.99789 -3.71609 0.020 0.005 0.021 0.000
H 4.60216 1.77462 -4.03788 0.001 0.009 0.005 -0.001
C -3.76907 1.74148 -4.86620 0.029 -0.026 -0.010 0.000
H -3.62637 4.46242 1.32353 -0.005 0.002 0.006 0.000
C -3.43076 3.52347 1.82551 0.037 -0.019 -0.049 0.002
C 4.07353 -2.78600 -1.92371 0.049 0.054 -0.150 0.036
Se 2.19069 -2.57171 -2.04044 -0.101 -0.281 0.174 0.400
H 4.94963 0.91142 4.23948 -0.006 -0.004 0.001 0.000
H -4.68398 -4.55985 0.86311 0.007 0.012 -0.005 0.000
C 0.99632 2.61436 -0.61428 -0.012 -0.017 -0.073 -0.017
C -3.06626 0.81361 -4.11103 0.002 -0.025 -0.063 -0.001
C -4.25847 -6.71096 2.44345 0.003 -0.017 0.010 0.000
C -2.30871 1.37282 1.87529 0.006 -0.052 0.055 -0.002
C 4.10763 0.94712 -0.32734 0.065 -0.024 -0.120 0.031
C 5.09941 1.85826 -0.69048 -0.002 -0.049 -0.010 0.008
C 4.48029 1.56977 -2.98364 -0.014 -0.032 -0.037 0.004
C -0.64815 0.91330 0.10333 -0.079 0.033 -0.037 0.014
C -1.56413 -3.50722 1.57835 -0.099 0.070 -0.194 0.005
C 6.19685 -2.62740 -0.82704 -0.064 0.032 0.052 0.001
C -3.69050 -4.54704 1.29653 -0.013 -0.001 -0.006 -0.001
O -3.19662 -0.65203 -0.58158 -0.035 -0.062 0.190 -0.001
O -0.40514 -2.04530 -0.29694 0.062 0.252 0.081 0.020
S -2.30585 -0.39079 -1.73858 0.011 0.035 -0.260 -0.001
H -0.14193 -4.53371 2.80871 -0.004 -0.004 -0.001 0.000
H -3.76782 -7.51510 2.98994 -0.003 0.003 0.001 0.000
H -0.58480 1.23153 -3.28208 -0.006 0.035 0.012 0.002
N 6.86377 -3.17738 -1.83866 0.065 -0.012 -0.019 0.002
C 0.37953 1.87965 0.42394 0.001 -0.092 -0.066 0.007
C -3.80564 2.05820 3.68543 -0.035 0.074 0.002 0.000
C -1.14541 -4.53770 2.39957 0.040 0.005 0.000 0.000
H 0.33955 1.56728 2.56570 -0.004 0.007 0.009 0.004
C -4.04835 3.24716 3.06067 -0.009 -0.033 0.035 0.000
H 2.86294 0.15248 -3.24141 0.010 0.035 -0.030 0.001

=====

(3)
60
Properties=species:S:1:pos:R:3:forces:R:3:nbo_charge:R:1 method="wB97M-V/def2-TZVPD" de_lowest_kcal_mol=0.0 e_tot_ev=-44529.052 charge=+2 fmax_ev_per_a=1.28 orbital_gap_ev="5.8 / 5.8"
N 0.88850 0.25152 -0.86423 -0.069 -0.052 -0.197 -0.446
C -2.51008 -4.43277 -1.04166 -0.009 -0.013 -0.008 -0.185
H -3.63465 -5.03548 0.66627 -0.017 -0.010 0.013 0.241
C -0.05043 0.64320 -3.12549 -0.200 -0.020 0.085 -0.231
H -1.64091 -2.91663 4.48895 -0.019 0.028 0.000 0.274
H 1.79658 3.99569 2.18381 -0.007 -0.017 0.014 0.234
H 2.16672 4.43119 0.51860 -0.004 0.023 0.015 0.245
C 0.48951 3.10369 0.70955 -0.201 -0.052 -0.170 -0.318
C -0.63076 -2.01543 2.83798 0.109 0.044 0.133 0.126
H -1.13078 -3.74586 -2.55133 0.000 0.006 -0.023 0.236
H -1.00563 0.94940 -4.98559 -0.006 -0.017 -0.015 0.224
O -3.65295 0.77742 -5.54091 0.099 0.050 -0.052 -0.628
C -0.21735 0.34830 -1.77421 0.217 -0.069 0.121 0.160
H -0.70103 4.44131 2.01236 0.004 0.004 0.021 0.233
O 0.74511 -0.05574 3.09761 0.038 -0.472 0.239 -0.693
C -2.83551 -4.41596 0.28227 0.074 0.045 0.008 -0.143
H 2.61231 2.84085 1.13105 0.007 0.027 -0.046 0.196
C 4.83975 0.62248 1.93611 0.021 -0.026 0.005 -0.196
H -2.75610 0.96578 -5.84234 -0.093 -0.021 -0.010 0.485
C -1.16775 0.71446 -3.94153 -0.031 -0.010 0.041 -0.156
N -0.39218 -1.92644 1.53266 -0.562 0.404 0.150 -0.560
C 1.84582 3.61425 1.16269 0.052 -0.002 0.060 -0.610
C -0.61148 4.19796 0.95470 0.060 -0.044 -0.032 -0.577
H -3.06491 -5.05374 -1.73076 0.010 -0.013 -0.008 0.247
N 2.66062 0.32782 1.07736 -0.042 1.015 -0.021 -0.427
C -0.07475 1.99190 1.48635 0.251 0.227 0.224 -0.093
C 5.34747 0.72626 0.65490 -0.072 0.000 -0.052 -0.105
H 0.10493 2.01346 2.55951 -0.038 0.041 -0.012 0.249
H -1.58330 3.90223 0.56594 -0.015 0.001 -0.020 0.231
O -4.77516 0.30088 -3.70359 0.085 0.006 -0.030 -0.520
H 6.40555 0.87797 0.49210 0.018 0.005 0.017 0.264
C 3.13188 0.45520 -0.18738 0.161 -0.176 -0.071 0.184
Pd 0.68505 -0.02211 1.18923 0.404 -1.096 -0.524 1.161
C 4.47986 0.64165 -0.43539 -0.188 -0.052 0.245 -0.187
C -1.41900 -3.66973 -1.51174 -0.005 -0.017 0.001 -0.139
C -1.55475 -2.88572 3.41216 0.018 -0.037 0.020 -0.230
H -3.09860 -4.29696 2.97013 -0.020 0.002 0.016 0.250
H 0.14375 -2.30413 -1.02731 0.010 0.050 -0.007 0.208
C 2.11089 0.40763 -1.22638 -0.221 0.149 0.298 0.130
C -2.44284 0.49487 -3.42739 -0.001 -0.023 0.101 -0.119
H 3.01971 0.33325 3.09958 0.014 0.055 -0.011 0.271
C -1.48846 0.13669 -1.24804 0.016 0.067 -0.169 -0.238
H 4.84593 0.72315 -1.44867 -0.026 -0.002 -0.046 0.259
C -3.72591 0.52000 -4.23296 -0.112 -0.017 0.041 0.763
H -0.27962 5.09038 0.42502 -0.006 0.019 0.002 0.260
C -2.33100 -3.64346 2.57581 0.034 0.015 0.021 -0.053
H -1.62443 -0.12385 -0.20526 0.036 -0.002 -0.004 0.211
C -2.59395 0.21083 -2.07241 0.057 0.043 -0.069 -0.138
O 0.30101 -1.25363 4.90384 -0.127 -0.155 0.048 -0.478
C 3.47475 0.42638 2.12121 0.061 -0.166 0.056 0.082
C -0.71362 -2.85658 -0.67026 -0.066 0.015 0.031 -0.256
H 5.47936 0.69781 2.80362 0.015 -0.009 0.008 0.270
H 0.47443 2.88734 -0.36202 -0.037 0.008 0.032 0.229
H 2.40471 0.57900 -2.25485 -0.027 -0.056 -0.044 0.227
C -2.10504 -3.60505 1.18675 0.045 -0.012 -0.061 -0.112
H 0.91830 0.82247 -3.56744 0.026 0.008 0.011 0.223
H -3.59134 0.04140 -1.69130 -0.019 -0.006 -0.011 0.270
C 0.17327 -1.10683 3.73052 0.109 0.410 -0.100 0.732
H -1.06947 1.63099 1.21161 0.087 -0.026 -0.110 0.222
C -1.07202 -2.77096 0.69016 0.105 -0.078 -0.151 0.240

=====

(4)
25
Properties=species:S:1:pos:R:3:forces:R:3:nbo_charge:R:1 method="wB97M-V/def2-TZVPD" e_tot_ev=-84658.574 multiplicity=2 charge=0 fmax_ev_per_a=4.05 orbital_gap_ev="10.5 / 5.0"
O 0.01070 0.84541 2.97978 0.159 0.161 -0.001 -0.926
H 0.36353 3.13901 1.05367 0.069 0.083 0.312 0.479
H 0.04952 0.46249 2.10336 0.139 -0.126 -0.206 0.456
H -1.35971 -1.88993 -3.42609 0.221 -0.223 -0.078 0.466
Br -1.19249 -0.11265 -0.55024 0.138 -0.102 0.045 0.000
O -2.18219 -1.40686 -3.50601 -0.059 0.048 -0.203 -0.916
H 4.70568 -2.31738 -0.02135 -0.150 0.357 -0.188 0.211
O -0.00716 2.99825 0.18246 -0.063 0.119 -0.278 -0.934
H -0.01219 2.04716 0.07460 0.131 -0.096 0.021 0.451
H -4.90202 -0.11412 0.45595 -0.223 -0.209 0.073 0.466
H 4.45429 -0.77486 0.91169 -0.093 -0.068 -0.200 0.217
H 4.29636 -2.36372 1.67062 0.399 0.049 0.145 0.204
O -2.95034 3.23347 -1.30737 -0.326 -0.034 0.024 -0.924
C 2.58393 -1.90959 0.51447 2.648 -2.342 1.478 -0.044
H -0.75242 0.43560 3.38714 -0.234 -0.043 0.202 0.472
O 2.27355 -0.96876 -0.36888 -1.573 2.819 -2.444 -0.704
H 1.98751 -1.85862 1.42539 0.206 0.256 0.496 0.141
H 2.38261 -2.89385 0.09161 0.043 -0.506 0.070 0.140
H -2.30623 2.52737 -1.25473 0.217 0.005 0.126 0.457
H 1.33574 -1.05636 -0.55444 -0.066 0.271 -0.309 0.455
H -3.54651 0.32321 -0.05709 0.039 0.010 -0.190 0.447
H -2.26005 -0.92743 -2.68120 -0.255 0.093 0.142 0.457
O -4.39675 0.66406 0.22066 -0.069 0.174 0.151 -0.911
H -2.70753 3.72163 -2.09412 0.081 0.170 -0.171 0.466
C 4.13215 -1.80356 0.75011 -1.381 -0.865 0.983 -0.624